Record 1
The following is a DFT calculation (ωB97M-V/def2-TZVPD) of an isolated molecule of C2HF4P.

Geometry as ORCA input:
```
! RIJCOSX wB97M-V def2-TZVPD def2/J DEFGRID3
* xyz 0 3
C -0.475 0.050 -0.007
C 1.032 0.121 -0.030
F -0.964 1.337 -0.273
F 1.467 0.906 -0.972
F 1.553 0.449 1.217
F -2.899 -0.711 0.113
P -1.351 -1.360 0.126
H 1.638 -0.792 -0.173
*
```

Computed properties:
ΔE to the lowest compared entry with this formula, charge and spin: 0.0 kJ/mol
strongest force on any atom: 8.55 eV/A
lowest unoccupied orbital energy (spin up / spin down): -0.3 / -3.4 eV
frontier orbital gap (spin up / spin down): 7.19 / 8.39 eV

These are the Mulliken partial charges, in e, on atoms 1 to 4: number 1, C, carries 0.362; number 2, C, carries 0.337; number 3, F, carries -0.194; number 4, F, carries -0.219

***

Record 2
The following is a DFT calculation (ωB97M-V/def2-TZVPD) of C2HF5NO5S2Sn as an isolated structure.

Geometry as ORCA input:
```
! RIJCOSX wB97M-V def2-TZVPD def2/J DEFGRID3
* xyz 0 2
N 0.490 0.414 -0.116
S 2.029 0.912 -0.324
O 2.289 1.694 -1.526
O 2.307 1.624 0.980
C 3.066 -0.655 0.050
F 2.502 -1.686 -0.615
F 4.258 -0.432 -0.560
S -0.236 0.106 1.459
O 0.827 -0.256 2.462
O -1.416 -0.760 1.496
Sn 2.705 -0.036 2.101
C -0.995 0.889 -0.743
F -0.566 1.524 -1.832
F -1.679 -0.161 -1.195
F -1.854 1.731 -0.173
O -5.449 0.539 -0.299
H -4.484 0.661 -0.139
*
```

Computed properties:
ΔE to the lowest compared entry with this formula, charge and spin: 192.2 kJ/mol
strongest force on any atom: 7.75 eV/A
lowest unoccupied orbital energy (spin up / spin down): -1.0 / -1.9 eV
frontier orbital gap (spin up / spin down): 8.28 / 7.34 eV

These are the Mulliken partial charges, in e, on atoms 1 to 4: number 1, N, carries -0.054; number 2, S, carries 0.956; number 3, O, carries -0.542; number 4, O, carries -0.571

***

Record 3
The following is a DFT calculation (ωB97M-V/def2-TZVPD) of an isolated molecule of C2HF5O2S.

Geometry as ORCA input:
```
! RIJCOSX wB97M-V def2-TZVPD def2/J DEFGRID3
* xyz 0 1
O -3.049 -0.484 0.956
S -1.658 -0.961 1.244
O -1.049 -0.475 2.462
F -1.581 -2.521 1.530
C -0.595 -0.694 -0.147
F 0.586 -1.454 -0.100
C -0.190 0.724 -0.219
F 0.775 1.097 0.787
F -1.217 1.569 -0.298
F 0.435 0.875 -1.362
H -1.153 -0.983 -0.964
*
```

Computed properties:
ΔE to the lowest compared entry with this formula, charge and spin: 26.3 kJ/mol
strongest force on any atom: 6.46 eV/A
lowest unoccupied orbital energy: 0.1 eV
structure (SMILES): O=S(=O)(F)[C@H](F)C(F)(F)F
frontier orbital gap: 12.46 eV

These are the Mulliken partial charges, in e, on atoms 1 to 4: number 1, O, carries -0.525; number 2, S, carries 1.136; number 3, O, carries -0.531; number 4, F, carries -0.194

***

Record 4
The following is a DFT calculation (ωB97M-V/def2-TZVPD) of an isolated ion of composition C2HF5P and charge +1.

Geometry as ORCA input:
```
! RIJCOSX wB97M-V def2-TZVPD def2/J DEFGRID3
* xyz 1 1
C -0.390 -0.596 -0.486
C 0.037 -1.709 0.030
F 1.247 -2.175 -0.203
F -0.587 -2.401 0.924
F -2.810 0.532 -1.330
F -3.109 -1.276 0.327
F -2.193 1.028 0.797
P -2.160 -0.198 -0.142
H -0.136 0.033 -1.330
*
```

Computed properties:
ΔE to the lowest compared entry with this formula, charge and spin: 0.0 kJ/mol
strongest force on any atom: 5.49 eV/A
lowest unoccupied orbital energy: -5.2 eV
frontier orbital gap: 11.91 eV

These are the Mulliken partial charges, in e, on atoms 1 to 4: number 1, C, carries -0.312; number 2, C, carries 0.499; number 3, F, carries -0.130; number 4, F, carries -0.134

***

Record 5
The following is a DFT calculation (ωB97M-V/def2-TZVPD) of C2HFI2O as an isolated structure.

Geometry as ORCA input:
```
! RIJCOSX wB97M-V def2-TZVPD def2/J DEFGRID3
* xyz 0 1
C -0.603 0.837 -0.213
C -1.642 0.359 0.737
O 0.322 1.571 -0.108
F -1.819 -1.371 0.402
I -1.176 0.161 2.771
I -3.442 1.324 0.150
H -1.000 0.569 -1.165
*
```

Computed properties:
ΔE to the lowest compared entry with this formula, charge and spin: 124.0 kJ/mol
strongest force on any atom: 4.14 eV/A
lowest unoccupied orbital energy: -1.0 eV
frontier orbital gap: 9.24 eV

These are the Mulliken partial charges, in e, on atoms 1 to 4: number 1, C, carries -0.269; number 2, C, carries 0.172; number 3, O, carries -0.379; number 4, F, carries -0.377

***

Record 6
The following is a DFT calculation (ωB97M-V/def2-TZVPD) of a 2-piece molecular cluster, C2HFN2O2 overall.

Geometry as ORCA input:
```
! RIJCOSX wB97M-V def2-TZVPD def2/J DEFGRID3
* xyz 0 1
O -0.199 -1.875 1.635
N 0.603 -1.707 0.774
C 1.058 -1.003 -0.056
F 1.712 -0.955 -1.162
C -0.742 1.353 -0.969
N -0.767 1.613 0.182
O -0.740 1.912 1.309
H -0.925 0.663 -1.712
*
```

Computed properties:
ΔE to the lowest compared entry with this formula, charge and spin: 755.0 kJ/mol
strongest force on any atom: 3.78 eV/A
lowest unoccupied orbital energy: -0.6 eV
structure (SMILES): [O-][N+]#CF.C#[N+][O-]
frontier orbital gap: 9.47 eV

These are the Mulliken partial charges, in e, on atoms 1 to 4: number 1, O, carries -0.548; number 2, N, carries 0.526; number 3, C, carries 0.170; number 4, F, carries -0.161

***

Record 7
The following is a DFT calculation (ωB97M-V/def2-TZVPD) of C2HFNaO2 as an isolated structure.

Geometry as ORCA input:
```
! RIJCOSX wB97M-V def2-TZVPD def2/J DEFGRID3
* xyz 0 2
F -2.795 0.839 -2.532
O -0.705 -0.229 0.472
C -1.689 0.142 -0.244
C -1.444 0.648 -1.543
O -0.399 0.865 -2.107
Na 1.477 -0.084 -0.225
H -2.747 -0.017 0.073
*
```

Computed properties:
ΔE to the lowest compared entry with this formula, charge and spin: 0.0 kJ/mol
strongest force on any atom: 3.81 eV/A
lowest unoccupied orbital energy (spin up / spin down): -1.3 / -1.4 eV
frontier orbital gap (spin up / spin down): 5.65 / 8.43 eV

These are the Mulliken partial charges, in e, on atoms 1 to 4: number 1, F, carries -0.434; number 2, O, carries -0.785; number 3, C, carries -0.185; number 4, C, carries 0.617

***

Record 8
The following is a DFT calculation (ωB97M-V/def2-TZVPD) of a 2-piece molecular cluster, C2HIN2O2 overall.

Geometry as ORCA input:
```
! RIJCOSX wB97M-V def2-TZVPD def2/J DEFGRID3
* xyz 0 1
O -0.194 -2.923 0.162
N 0.412 -1.928 0.052
C 0.756 -0.850 -0.204
I 2.376 0.328 -0.597
C -1.050 0.770 0.444
N -0.527 1.732 0.067
O 0.276 2.503 -0.283
H -2.050 0.367 0.358
*
```

Computed properties:
ΔE to the lowest compared entry with this formula, charge and spin: 446.7 kJ/mol
strongest force on any atom: 2.71 eV/A
lowest unoccupied orbital energy: -0.6 eV
structure (SMILES): [O-][N+]#CI.C#[N+][O-]
frontier orbital gap: 8.33 eV

These are the Mulliken partial charges, in e, on atoms 1 to 4: number 1, O, carries -0.625; number 2, N, carries 0.582; number 3, C, carries -0.252; number 4, I, carries 0.245

***

Record 9
The following is a DFT calculation (ωB97M-V/def2-TZVPD) of C2HIrO3 as an isolated structure.

Geometry as ORCA input:
```
! RIJCOSX wB97M-V def2-TZVPD def2/J DEFGRID3
* xyz 3 6
H -1.179 2.360 -0.102
O 0.637 1.406 0.141
O -1.410 -1.827 -0.003
O 0.818 -1.500 -0.119
C -0.550 1.501 0.218
C -0.257 -1.984 -0.091
Ir 1.940 0.043 -0.045
*
```

Computed properties:
ΔE to the lowest compared entry with this formula, charge and spin: 0.0 kJ/mol
strongest force on any atom: 9.02 eV/A
lowest unoccupied orbital energy (spin up / spin down): -18.6 / -22.0 eV
frontier orbital gap (spin up / spin down): 6.88 / 7.76 eV

These are the Mulliken partial charges, in e, on atoms 1 to 4: number 1, H, carries 0.390; number 2, O, carries -0.285; number 3, O, carries 0.114; number 4, O, carries -0.296

***

Record 10
The following is a DFT calculation (ωB97M-V/def2-TZVPD) of C2HLiNaO2 as an isolated structure.

Geometry as ORCA input:
```
! RIJCOSX wB97M-V def2-TZVPD def2/J DEFGRID3
* xyz 1 1
O 2.368 -0.981 0.449
C 3.308 -1.259 1.017
Na 0.456 -0.131 -1.103
C -1.809 -0.049 0.019
O -2.807 0.366 -0.559
Li -3.631 1.583 -1.497
H -1.746 -0.301 1.087
*
```

Computed properties:
ΔE to the lowest compared entry with this formula, charge and spin: 5.2 kJ/mol
strongest force on any atom: 3.82 eV/A
lowest unoccupied orbital energy: -4.0 eV
frontier orbital gap: 6.60 eV

These are the Mulliken partial charges, in e, on atoms 1 to 4: number 1, O, carries -0.133; number 2, C, carries 0.112; number 3, Na, carries 0.886; number 4, C, carries -0.314

***

Record 11
The following is a DFT calculation (ωB97M-V/def2-TZVPD) of C2HN2O as an isolated structure.

Geometry as ORCA input:
```
! RIJCOSX wB97M-V def2-TZVPD def2/J DEFGRID3
* xyz 1 1
C -2.307 0.548 0.000
C -0.483 0.036 0.006
N -1.266 -0.991 0.004
N -2.885 -0.502 -0.004
O -1.183 1.186 0.001
H 0.607 -0.016 -0.001
*
```

Computed properties:
ΔE to the lowest compared entry with this formula, charge and spin: 243.0 kJ/mol
strongest force on any atom: 1.87 eV/A
lowest unoccupied orbital energy (spin up / spin down): -9.0 / -9.0 eV
frontier orbital gap (spin up / spin down): 10.36 / 10.36 eV

These are the Mulliken partial charges, in e, on atoms 1 to 4: number 1, C, carries 0.565; number 2, C, carries 0.179; number 3, N, carries 0.001; number 4, N, carries -0.040

***

Record 12
The following is a DFT calculation (ωB97M-V/def2-TZVPD) of a 2-piece molecular cluster, C2HN2P overall.

Geometry as ORCA input:
```
! RIJCOSX wB97M-V def2-TZVPD def2/J DEFGRID3
* xyz 0 1
C -0.797 0.668 -1.431
C 2.018 1.851 -1.143
N -0.838 0.499 -2.578
N 2.450 1.725 -0.176
P -0.602 0.906 0.272
H 1.322 2.107 -2.191
*
```

Computed properties:
ΔE to the lowest compared entry with this formula, charge and spin: 243.3 kJ/mol
strongest force on any atom: 18.00 eV/A
lowest unoccupied orbital energy (spin up / spin down): -2.5 / -2.5 eV
frontier orbital gap (spin up / spin down): 6.96 / 6.93 eV

These are the Mulliken partial charges, in e, on atoms 1 to 4: number 1, C, carries 0.248; number 2, C, carries 0.017; number 3, N, carries -0.332; number 4, N, carries -0.280